[1]
{"formula": "C16H32NOPSiV", "method": "the ωB97M-V functional and the def2-TZVPD basis", "species": ["H", "C", "H", "C", "H", "H", "C", "C", "H", "H", "C", "Si", "H", "H", "C", "H", "H", "H", "C", "C", "H", "H", "V", "H", "C", "C", "C", "H", "H", "C", "H", "H", "H", "H", "P", "H", "C", "H", "H", "H", "H", "H", "H", "H", "H", "H", "H", "C", "N", "C", "O", "H", "C"], "xyz": [[4.28392, 1.37425, -1.75054], [0.28363, -3.71123, 0.62588], [0.11405, 2.33418, 4.93523], [-2.23431, 2.55521, 2.89434], [-1.37171, -5.10222, 0.35244], [-2.36077, 2.41710, -2.34223], [0.74122, -2.40739, 0.44557], [2.24300, -0.57120, 0.00225], [0.96323, -4.45464, 1.02143], [-2.99204, 2.13610, 2.22289], [3.29075, 1.43392, -1.28024], [-0.57332, 1.75076, 2.67204], [-3.20531, 0.81619, -3.89097], [3.44770, 1.85697, -0.26535], [-0.15548, -1.40203, 0.00628], [2.87702, -2.68554, -0.04666], [4.07699, -0.56874, -2.70252], [0.16993, -0.65151, 2.74479], [0.55702, 2.50839, 3.94274], [-2.30132, -0.82353, -1.23972], [0.27617, 3.13939, 1.05768], [-2.91309, -0.15996, -0.58701], [0.71403, 0.74096, -0.30221], [-1.27022, -0.36030, 3.72602], [3.15515, -0.91653, -2.21402], [2.21682, -2.02760, 0.53659], [-0.77918, -0.10112, 2.77523], [2.34628, -1.16448, -2.95807], [-2.92486, -3.32288, -0.51560], [-1.89391, -3.09239, -0.21911], [1.22751, -0.83719, -0.69550], [-2.07385, 1.89834, -0.65944], [2.14851, 0.16251, 0.85919], [-0.05379, -0.16746, -2.68611], [-1.39479, 0.28020, -2.37262], [-0.69881, 2.53713, -1.67810], [-2.25734, 0.25177, -3.96420], [-2.99088, -1.38643, -1.89596], [-1.40767, -0.51225, 1.97310], [2.68839, 2.16638, -1.87545], [-1.60786, 0.71852, -4.72327], [3.44416, -1.87948, -1.73878], [2.56097, -2.04215, 1.58826], [-2.46876, -0.79308, -4.25481], [-2.54905, 2.36978, 3.93134], [0.64939, 3.59857, 3.81709], [1.56837, 2.07883, 3.93485], [-1.63036, 1.93637, -1.67480], [2.66589, 0.09186, -1.22923], [-1.02368, -4.07230, 0.26143], [0.03464, 2.19699, 1.12889], [-2.18391, 3.64073, 2.74202], [-1.42846, -1.77775, -0.43506]], "forces_ev_per_a": [[-0.211, 0.152, 0.202], [-0.224, -0.003, -0.109], [0.178, 0.031, -0.234], [0.083, -0.032, -0.272], [0.191, 0.321, 0.067], [0.342, 0.066, 0.169], [-0.860, -0.017, -0.141], [-1.530, 0.493, -0.306], [0.011, -0.167, -0.162], [-0.020, 0.110, 0.145], [0.926, 0.335, 0.192], [-0.894, 0.281, 1.755], [0.417, -0.310, -0.001], [-0.185, -0.367, -0.419], [0.017, 0.587, -1.358], [-0.366, 0.037, 0.318], [-0.575, 0.109, -0.042], [-0.164, 0.060, 0.048], [0.268, -0.166, -0.139], [-0.198, -0.342, 0.268], [-0.162, -0.451, 0.099], [0.289, -0.308, -0.450], [0.758, -1.652, 0.450], [0.157, 0.283, -0.154], [-0.448, -0.483, -0.733], [0.801, 0.424, 0.282], [0.246, -0.129, -0.253], [0.964, 0.361, 0.501], [0.492, -0.183, 0.116], [0.147, 0.373, -0.566], [-1.115, -0.234, 1.519], [0.427, -0.107, -0.581], [0.351, -0.189, -0.192], [-0.785, 0.572, 0.454], [-0.920, -1.051, -0.260], [-0.536, -0.023, -0.016], [0.080, 0.080, -0.244], [0.186, 0.170, 0.430], [0.119, 0.182, 0.261], [0.347, -0.766, 0.364], [-0.344, -0.147, 0.185], [-0.328, 0.816, -0.102], [0.051, 0.017, -0.522], [0.160, 0.463, 0.111], [-0.025, 0.077, -0.257], [-0.065, -0.287, 0.012], [-0.203, 0.113, 0.106], [0.640, 0.554, 0.175], [1.480, 0.604, -0.539], [-0.065, 0.534, 0.500], [0.208, 0.166, -1.005], [-0.089, -0.175, 0.072], [-0.027, -0.780, 0.258]], "charge": 2, "e_lumo_ev": [-6.4, -6.3], "total_energy_ev": -63483.600, "relative_energy_kj_mol": 175.9, "gap_ev": [7.43, 7.06], "spin_multiplicity": 2}

[2]
{"formula": "C16H32O2S", "method": "the ωB97M-V functional and the def2-TZVPD basis", "species": ["H", "H", "H", "H", "H", "H", "H", "H", "C", "H", "C", "H", "C", "C", "H", "C", "H", "C", "H", "H", "O", "H", "C", "C", "H", "H", "H", "H", "C", "H", "O", "H", "C", "H", "H", "H", "C", "C", "S", "H", "H", "H", "H", "H", "H", "H", "H", "C", "C", "C", "C"], "xyz": [[-8.44498, -0.59871, -0.60412], [8.49453, -0.45917, 1.59165], [-4.65032, -1.93441, -1.29162], [6.29050, 0.68900, 0.03584], [-2.87891, -1.82222, 0.46190], [1.59523, 2.60963, 0.24085], [-6.62336, -1.44031, -2.13319], [4.46309, -0.31951, -1.27002], [-5.03366, -1.10277, -0.86582], [9.62652, 0.63484, -2.10351], [-0.99891, 0.20203, 0.56316], [1.80005, -0.57748, 0.54552], [-6.42869, -1.20413, -1.07471], [4.50085, -0.64358, -0.04941], [-4.83761, -0.28875, -1.30850], [3.44773, 0.74206, 0.45948], [-8.11102, 1.95093, -0.68348], [8.99732, 0.34513, -0.64247], [-0.47351, -0.52810, 0.34177], [1.16376, 1.50607, 1.58566], [8.42898, 1.40425, -0.37026], [-5.05332, -1.95680, 1.30639], [-7.33460, -0.20947, -0.47577], [5.92433, -0.14958, 0.57828], [-0.77118, 2.34059, 0.44146], [-2.55135, 0.23797, -0.50859], [-0.28022, 1.23132, -0.98823], [4.20808, -1.40710, 0.41462], [-2.54793, 0.05150, 0.47844], [3.92120, 1.42418, 0.18907], [9.59381, -0.17534, -1.69688], [-6.97225, -2.18685, -0.66332], [8.58082, -0.92554, 0.47461], [-2.90738, 1.08079, 0.54746], [-7.30838, 1.16047, -2.22997], [9.33686, -1.56035, 0.34526], [-7.19669, 1.16856, -1.01405], [1.22751, 1.48818, 0.61021], [7.02720, -1.73647, -0.01930], [-6.23044, 1.63501, -0.95546], [3.62148, 0.84118, 1.62144], [-0.91407, 0.10771, 1.77805], [5.88579, -0.27901, 1.75694], [-2.99466, -1.09822, 1.93509], [-7.21444, -0.28305, 0.64617], [1.99501, 0.36935, -0.87227], [-5.22518, -0.04430, 1.33531], [2.05163, 0.62877, 0.12629], [-3.23027, -1.14675, 0.89810], [-0.30547, 1.42824, 0.03031], [-4.66348, -1.19976, 0.48163]], "forces_ev_per_a": [[2.082, 0.923, -0.032], [0.374, -1.150, -2.879], [1.889, -2.472, -2.169], [0.466, 0.762, 0.427], [6.182, -10.769, -6.027], [-0.805, -2.311, 1.075], [-0.094, 0.937, -0.094], [0.220, -2.219, 3.403], [-1.670, -4.022, 2.670], [1.009, 3.176, -3.829], [-4.892, 5.307, 7.984], [0.239, 2.966, -0.730], [-5.638, -4.607, -0.629], [2.069, 12.982, -3.973], [2.878, 6.132, -3.186], [-2.226, -12.676, 7.276], [2.725, -2.067, -0.598], [-5.029, -2.988, 6.503], [4.277, -7.493, -2.828], [-0.285, 0.319, 5.217], [2.556, -1.037, -2.401], [-0.239, 0.738, -2.814], [-2.967, -0.258, 1.506], [-1.987, -5.310, -0.096], [-0.097, -0.223, -1.017], [-0.932, -0.812, -4.837], [0.078, 0.845, -2.293], [-2.689, -6.716, 2.643], [3.278, 3.576, -1.779], [7.009, 11.197, -5.209], [-0.160, -0.774, 1.802], [1.901, 1.290, -0.375], [-1.775, 4.946, 0.475], [-0.874, -0.039, 2.172], [-0.046, -0.253, 2.693], [3.027, -2.902, 0.121], [-3.141, 2.712, -3.074], [-7.733, 9.991, -3.328], [-0.168, 2.827, 1.077], [0.431, 0.282, 0.824], [-0.600, -0.541, -1.753], [0.595, 0.718, -2.126], [0.349, 0.964, -2.653], [-0.713, -1.209, 1.278], [-0.024, 0.495, -1.114], [-0.436, 0.168, -2.625], [1.373, -2.745, -2.595], [5.021, -11.660, -1.505], [-4.821, 10.093, 5.409], [1.225, 0.007, 3.717], [-1.214, 2.900, 10.298]], "e_lumo_ev": 0.6, "total_energy_ev": -32025.801, "relative_energy_kj_mol": 1633.5, "gap_ev": 9.17, "spin_multiplicity": 1}

[3]
{"formula": "C16H32O7S", "method": "the ωB97M-V functional and the def2-TZVPD basis", "species": ["H", "C", "H", "H", "C", "H", "H", "H", "O", "C", "C", "O", "C", "H", "H", "H", "H", "H", "O", "H", "H", "H", "H", "C", "C", "C", "H", "H", "H", "C", "C", "H", "H", "H", "O", "H", "H", "H", "C", "C", "C", "H", "C", "H", "H", "C", "S", "O", "H", "H", "O", "C", "H", "H", "H", "O"], "xyz": [[-3.65406, -0.20245, 2.82017], [1.35019, -2.20988, -1.85029], [-1.86315, -1.74155, -2.45802], [-4.79317, 0.79607, 3.74822], [-0.21026, -1.95837, 2.91607], [4.80154, 1.70559, -4.92130], [4.53933, 0.27275, -2.98934], [-3.08650, 2.31000, 0.41097], [-0.58511, -1.20759, -0.91715], [3.63363, 0.42946, -3.58451], [2.24584, 2.14830, -2.83059], [0.17840, 1.85260, 2.95016], [0.49753, 0.47765, 2.71899], [-1.04419, -2.61530, 3.31779], [2.29595, -1.97450, -2.33853], [0.06367, -0.53198, 4.63060], [3.39738, -0.49924, -4.10876], [4.18751, 3.06407, -2.99473], [3.20235, -2.03408, 1.85356], [2.29051, 0.53880, 4.03567], [1.08604, -0.11185, -1.39709], [-1.31836, -3.06484, -1.40565], [0.30500, 0.19536, 1.63365], [2.01038, 0.12336, 3.01755], [3.78959, 1.60880, -4.52605], [-0.38238, -0.53770, 3.59088], [-6.32113, 0.94975, 1.91747], [1.28406, 2.22226, -3.34996], [0.23721, -1.63462, -3.59778], [-3.99271, 2.09689, 0.98183], [3.36196, 2.76854, -3.64959], [1.48913, -3.11844, -1.25584], [-0.39900, -1.85625, 1.80831], [-1.45893, -0.22101, 3.66131], [2.56499, 0.75772, -2.68618], [3.03937, 3.64730, -4.20943], [0.16931, -3.37689, -3.28690], [-4.62121, 2.99354, 0.98541], [-4.74957, 0.89425, 0.44966], [-1.00627, -2.14595, -1.91468], [-5.42157, 0.36509, 1.70146], [-5.70532, -0.68609, 1.63718], [0.19284, -2.39517, -2.81155], [1.25372, -1.13162, 0.04237], [-4.04543, 0.15077, 0.06305], [-4.36598, 0.62842, 2.75757], [2.37337, -1.68245, 3.06008], [3.22994, -1.91733, 4.28865], [2.14367, 2.60407, -1.84355], [-5.44692, 1.15067, -0.34875], [1.02438, -2.63553, 3.25286], [0.84735, -1.08501, -0.96994], [3.10096, 1.50757, -5.37072], [2.71090, 0.60572, 2.27474], [-0.78261, 1.91520, 2.75010], [-3.64416, 1.79513, 2.34052]], "forces_ev_per_a": [[-0.086, -0.088, 0.030], [0.205, -0.274, 0.212], [0.006, 0.043, 0.091], [0.101, 0.074, -0.022], [-2.475, 0.375, 0.510], [-0.051, -0.024, 0.037], [0.033, -0.035, -0.069], [0.002, 0.002, 0.105], [-0.057, -0.202, -0.047], [0.131, -0.163, 0.215], [-0.282, -0.070, 0.028], [-0.128, -1.047, -0.167], [-0.618, -1.606, -0.313], [1.252, 0.509, -0.463], [-0.068, 0.045, 0.063], [-0.695, -0.180, -0.936], [-0.054, 0.014, 0.089], [-0.064, 0.015, -0.034], [-3.500, 0.944, 1.944], [-0.364, -0.878, -1.046], [0.058, -0.130, 0.057], [-0.034, -0.050, -0.090], [0.150, 0.542, 1.067], [-0.963, 1.732, 0.347], [-0.058, -0.089, -0.382], [1.419, 0.295, -0.342], [0.041, -0.063, 0.014], [-0.003, 0.089, 0.017], [-0.019, -0.047, 0.031], [-0.006, 0.293, 0.002], [0.199, 0.286, 0.186], [0.049, 0.063, -0.019], [0.600, -0.260, 0.929], [1.028, -0.396, -0.315], [0.283, 0.290, -0.345], [-0.003, -0.052, 0.040], [-0.026, 0.042, 0.038], [0.011, -0.001, -0.067], [0.190, -0.196, -0.305], [-0.162, -0.074, 0.223], [-0.357, 0.037, 0.096], [0.037, 0.055, 0.022], [-0.054, 0.101, -0.372], [-0.015, -0.085, 0.005], [-0.032, 0.061, -0.014], [0.238, -0.065, 0.170], [6.445, -2.259, 1.242], [-3.301, 0.842, -2.624], [-0.014, -0.110, 0.002], [0.044, 0.014, 0.053], [0.882, 2.286, -0.773], [-0.030, 0.425, 0.125], [0.064, -0.011, 0.026], [-0.716, -1.001, 0.606], [0.780, 0.153, 0.206], [-0.011, -0.172, -0.084]], "e_lumo_ev": 0.6, "total_energy_ev": -42275.337, "relative_energy_kj_mol": 145.4, "gap_ev": 9.94, "spin_multiplicity": 1, "smiles": "O=S1(=O)C[C@H](O)CCO1.C1CCOC1.C1CCOC1.C1CCOC1"}

[4]
{"formula": "C16H32OSi", "method": "the ωB97M-V functional and the def2-TZVPD basis", "species": ["C", "C", "H", "H", "C", "C", "C", "H", "H", "C", "H", "C", "Si", "H", "C", "H", "H", "H", "H", "H", "H", "H", "H", "C", "H", "H", "H", "H", "H", "C", "H", "H", "C", "H", "H", "C", "H", "H", "H", "H", "H", "O", "H", "C", "H", "H", "H", "C", "C", "C"], "xyz": [[-1.08799, -2.55843, -1.65897], [3.12714, -0.76173, -1.65239], [0.19018, -1.94657, 1.30925], [-0.83564, -3.59741, -1.63444], [-2.29330, -0.28490, 3.39643], [-2.06002, 0.31978, 0.83911], [2.22697, -2.95610, -2.45905], [3.51800, -1.31791, -0.82850], [-0.04607, 4.27952, 2.31834], [1.60910, -0.76226, -3.64550], [-1.71726, -0.59033, 0.39844], [0.06194, 3.23906, 2.02865], [0.35049, -1.33715, -1.12085], [1.35010, -3.49771, -2.87014], [1.91950, -1.49373, -2.31375], [1.78587, 4.19395, 0.87062], [-1.31741, -2.33922, -2.72935], [-2.61515, 0.71931, 0.03781], [2.39765, -3.40437, -1.46871], [3.95510, -0.63672, -2.32836], [3.09371, -3.15088, -3.08569], [-1.74883, -1.23269, 3.39510], [1.90778, 2.10592, -0.73678], [0.92443, 3.43595, 0.78756], [0.38566, 4.07655, 0.06427], [-0.22837, 0.49127, 1.83851], [2.58043, -0.72552, -4.17594], [-3.02461, -0.33151, 4.28583], [-1.82729, 2.28429, 2.61718], [-0.81174, 1.05067, 1.10642], [0.62635, 2.75005, 2.83728], [1.22616, 0.24946, -3.50921], [0.93230, -1.78733, 0.61190], [1.71698, 1.38990, 0.69279], [-0.69455, 2.15497, -0.77374], [-4.23636, -0.09607, 1.92208], [1.45187, -2.81747, 0.43570], [2.76143, 0.19950, -1.19729], [-1.60080, 0.53345, 3.58198], [-4.89163, -0.35607, 2.73006], [-1.81584, 2.87800, 0.97108], [-0.11277, 0.31783, -1.15918], [0.90203, -1.26863, -4.23303], [1.20702, 2.11421, 0.07704], [1.73049, -1.11275, 0.91364], [-4.70251, 0.26626, 1.01035], [-1.98523, -2.44273, -1.07604], [-0.13167, 1.37699, -0.22128], [-2.94425, -0.04208, 2.05841], [-1.20935, 2.42136, 1.74236]], "forces_ev_per_a": [[0.863, 1.755, -1.033], [-1.770, 0.564, 0.601], [-1.537, -0.080, 1.685], [0.554, -0.641, 0.207], [-0.741, -0.347, 0.879], [-0.558, -2.027, 1.554], [-0.804, -0.858, -0.033], [0.196, -0.616, 0.701], [-0.932, 0.036, 0.714], [1.660, 0.071, 0.931], [-0.062, -1.229, -0.140], [0.555, 0.540, -0.012], [0.198, 0.590, -0.127], [0.527, 0.165, -0.059], [-0.935, 1.451, 0.930], [-0.539, -1.796, 0.672], [-0.058, -0.056, 0.697], [-1.003, 1.017, -0.726], [0.196, 0.060, -0.274], [0.216, 0.397, -0.529], [0.172, -0.055, -0.149], [0.217, 0.095, 0.049], [-0.195, 0.767, -1.044], [0.732, 0.911, -1.497], [-0.606, -0.486, 0.119], [0.558, -0.035, -0.333], [-0.550, 0.165, -0.201], [0.897, 0.129, -1.577], [-0.079, 0.041, 0.279], [-0.659, 2.114, 0.525], [-0.002, 0.036, -0.243], [0.226, 0.044, 0.225], [2.475, -1.683, -2.607], [0.466, -0.032, 1.104], [-0.451, -0.333, 0.528], [-1.611, 0.583, -0.575], [-0.808, 1.568, 0.445], [0.699, -0.564, -0.772], [0.187, -0.187, 0.293], [-0.215, -0.111, 0.318], [-0.280, 0.531, -0.034], [0.777, -1.702, -0.122], [-0.964, -0.921, -0.904], [0.099, -1.517, 0.437], [-0.144, 0.098, 0.362], [-0.063, -0.379, -0.067], [-0.392, 0.272, 0.240], [0.492, 1.194, -0.578], [1.601, 0.510, -0.277], [1.393, -0.051, -0.578]], "e_lumo_ev": 0.8, "total_energy_ev": -27036.637, "gap_ev": 9.95, "spin_multiplicity": 1, "smiles": "C=C(C)C[C@@H]1CCCC[C@H]1O[Si](C)(C)C(C)(C)C"}